16 unconnected molecules or ions with the total composition C64H176N16O16 in a non-equilibrium geometry, computed with ωB97M-V with the def2-TZVPD basis set.

Its LUMO energy (alpha / beta) is 1.976 / 1.942 eV. As for the expectation value of S²: 0.750. The relative energy (zero: lowest compared OMol25 entry of this formula, charge and spin) is 0.0 kJ/mol. Its total energy is -4623.510318 hartree. The net charge is -1. The calculation puts the largest force on an atom at 0.056 Eh/bohr. The spin multiplicity is 2.

Last column: Mulliken charge in e.
Positions of all 272 atoms, in Å:
C 1.90074 -5.12165 2.14047  -0.04
C 2.39835 -6.45069 1.65367  0.82
C 3.90832 -6.48381 1.36796  -1.47
O 4.36295 -5.47757 0.37756  0.30
C 5.67300 -5.67004 -0.18911  -0.92
N 2.00544 -7.48238 2.59264  -0.70
H 2.07159 -4.35231 1.38746  -0.42
H 2.50511 -4.68972 2.93814  0.23
H 0.86388 -5.19844 2.46778  -0.02
H 1.84340 -6.67600 0.74297  0.18
H 4.38730 -7.42121 1.08519  0.42
H 4.35468 -6.10558 2.28764  0.30
H 6.39328 -5.42179 0.59041  0.34
H 5.88858 -4.98301 -1.00741  0.05
H 5.79126 -6.67984 -0.58206  0.40
H 2.15998 -7.18882 3.54659  0.40
H 1.00761 -7.62327 2.66035  0.32
C -3.36178 -2.60685 -2.03489  -1.62
C -3.64144 -1.20031 -1.53566  0.09
C -4.04164 -1.07430 -0.07810  1.19
O -4.98852 -2.01197 0.36555  0.04
C -5.64695 -1.82148 1.61849  -0.75
N -2.40533 -0.39899 -1.77717  2.16
H -2.43254 -3.06018 -1.68975  -0.41
H -3.36255 -2.71067 -3.11992  -0.02
H -4.14669 -3.27216 -1.67517  1.05
H -4.47237 -0.75349 -2.08155  0.51
H -4.51064 -0.10616 0.09757  -0.77
H -3.13463 -0.93479 0.51008  -0.52
H -6.30825 -2.68516 1.68823  0.54
H -6.26801 -0.93589 1.75309  0.18
H -4.88192 -1.99277 2.37578  -0.07
H -2.12898 -0.50945 -2.74233  -0.65
H -1.61965 -0.80008 -1.28532  -0.76
C 5.72729 -2.32018 -3.36968  -1.62
C 4.73325 -1.44663 -4.10365  2.58
C 4.80079 0.00988 -3.67056  -1.14
O 4.65174 0.14521 -2.22303  -0.27
C 4.04617 1.39304 -1.78570  -0.25
N 4.95356 -1.65224 -5.55309  -0.75
H 6.67967 -1.79163 -3.32801  0.53
H 5.81869 -3.26854 -3.89917  0.55
H 5.50046 -2.56327 -2.33162  -0.04
H 3.70216 -1.76900 -3.95866  -0.99
H 4.01332 0.55040 -4.19576  0.37
H 5.75423 0.40878 -4.01686  0.22
H 3.09611 1.56571 -2.29133  -0.14
H 4.76198 2.19958 -1.94447  0.43
H 3.98513 1.23232 -0.70934  0.13
H 4.26809 -0.99297 -5.89308  0.31
H 5.87188 -1.27591 -5.74066  0.26
C -0.55909 3.17296 -4.01756  -0.43
C -1.10473 4.58002 -3.71294  0.85
C -2.28660 4.99281 -4.50530  -1.01
O -2.75349 6.29427 -4.14023  -0.26
C -4.07159 6.55674 -4.76275  -1.05
N -1.33944 4.63806 -2.29635  1.47
H -1.18067 2.43159 -3.51546  -0.22
H 0.49251 3.08385 -3.74497  -0.35
H -0.63209 2.93215 -5.07812  0.69
H -0.31185 5.27188 -3.99716  0.27
H -3.05109 4.23369 -4.33977  0.10
H -1.95344 5.04486 -5.54184  0.60
H -4.79445 5.75594 -4.60687  0.31
H -3.93480 6.74997 -5.82673  0.38
H -4.58393 7.45246 -4.41161  0.30
H -1.94802 5.43683 -2.18821  0.58
H -2.05399 3.93269 -2.18699  -1.87
C 2.92451 8.54722 4.90440  -1.23
C 3.50481 7.13821 4.75643  0.54
C 2.97780 6.33654 3.48912  -0.07
O 3.22254 4.92232 3.79148  -0.39
C 3.19441 4.16365 2.62202  -0.57
N 4.97376 7.22952 4.73154  -0.75
H 3.33681 9.03422 5.78810  0.47
H 1.83723 8.48566 4.95077  0.15
H 3.25917 9.18453 4.08591  0.29
H 3.17841 6.55399 5.61680  0.18
H 3.57115 6.63444 2.62467  0.39
H 1.94110 6.52069 3.20727  -0.35
H 2.12612 4.10537 2.41358  0.26
H 3.61644 3.17911 2.82373  0.29
H 3.72964 4.65282 1.80817  0.28
H 5.51147 6.46035 4.35823  0.24
H 5.27821 7.39618 5.68003  0.21
C -2.74385 -4.96523 -6.08600  -2.13
C -1.82692 -4.71772 -4.85658  4.48
C -2.17728 -5.62658 -3.62882  -2.19
O -1.36098 -5.24782 -2.49567  1.07
C -1.64171 -5.91986 -1.26681  -1.80
N -0.46295 -4.89828 -5.26114  -0.90
H -2.53751 -4.23871 -6.87193  0.38
H -3.74849 -4.71451 -5.74551  0.42
H -2.67792 -5.98661 -6.46088  0.40
H -1.90338 -3.67351 -4.55347  -1.95
H -2.03221 -6.67107 -3.90468  0.28
H -3.21665 -5.50095 -3.32545  0.34
H -2.64581 -5.75211 -0.87728  0.44
H -1.03974 -5.59301 -0.41893  -0.02
H -1.50772 -6.99631 -1.15990  0.53
H -0.41955 -5.84825 -5.60139  0.53
H 0.15738 -4.81389 -4.46856  -0.15
C 0.58839 -0.29140 -3.63310  -0.57
C -0.29430 -1.33310 -4.32806  2.42
C -1.34360 -0.77508 -5.33113  -1.99
O -2.10467 0.15021 -4.60970  0.53
C -2.77009 1.00743 -5.49571  -1.67
N 0.63223 -2.23813 -4.97457  -0.45
H 1.16744 0.28112 -4.35768  0.45
H 1.29545 -0.61473 -2.86914  0.26
H 0.01905 0.44603 -3.06728  -0.32
H -0.82250 -1.90571 -3.56568  -0.76
H -1.90853 -1.59197 -5.78019  0.15
H -0.81165 -0.25693 -6.12904  0.44
H -2.14634 1.46810 -6.26176  0.40
H -3.18432 1.82543 -4.90630  0.09
H -3.53906 0.40277 -5.97649  0.38
H 1.31003 -2.45205 -4.25700  -0.47
H 0.22176 -3.11759 -5.25414  0.75
C 3.30930 -0.51355 4.52092  -1.53
C 3.84424 -1.86968 4.24367  2.92
C 5.12571 -1.95979 3.33126  -1.20
O 5.00767 -1.33791 1.99580  -0.44
C 4.04295 -1.96080 1.21181  0.49
N 4.15747 -2.47390 5.49563  -0.83
H 2.90945 -0.05614 3.61594  0.02
H 4.05440 0.23950 4.77754  0.47
H 2.51512 -0.55588 5.26629  0.39
H 2.97636 -2.42311 3.88506  -1.34
H 5.51581 -2.97593 3.27311  0.36
H 5.91342 -1.43276 3.86963  0.38
H 3.04105 -1.94021 1.64066  -0.11
H 4.29084 -2.97908 0.91219  -0.18
H 4.07365 -1.38408 0.28739  -0.03
H 5.01708 -2.08943 5.86081  0.32
H 4.42195 -3.42455 5.28019  0.27
C 5.23925 -6.06496 -5.06678  -1.67
C 3.86854 -5.40556 -4.94980  0.22
C 3.49482 -5.12059 -3.51061  -0.07
O 2.50948 -4.06904 -3.41325  0.27
C 1.97149 -4.08455 -2.04881  -0.50
N 3.80584 -4.25845 -5.90252  -0.80
H 5.55551 -6.14212 -6.10703  0.35
H 5.38450 -7.05355 -4.63122  0.43
H 5.95496 -5.46088 -4.50916  0.24
H 3.15345 -6.10756 -5.37870  0.50
H 4.42355 -4.86205 -3.00198  -0.64
H 3.11905 -6.05411 -3.09179  0.60
H 1.34754 -3.19857 -1.93117  -0.22
H 2.83110 -3.88817 -1.40804  0.25
H 1.38326 -4.96909 -1.80453  0.26
H 2.92852 -3.76073 -5.85062  0.42
H 4.44679 -3.52713 -5.62967  0.24
C -5.45971 0.55233 5.52888  -1.53
C -6.02566 1.32416 4.35535  0.16
C -5.06129 1.31748 3.13240  1.49
O -3.96364 2.18809 3.47494  -0.46
C -2.84491 2.21348 2.60118  0.27
N -7.31481 0.67940 4.12807  -0.64
H -4.55396 1.02443 5.90948  0.28
H -5.16249 -0.43893 5.18660  0.18
H -6.14400 0.43845 6.36963  0.56
H -6.16543 2.35291 4.68738  0.24
H -5.49142 1.68000 2.19876  -0.45
H -4.57122 0.35063 3.01790  -0.58
H -2.51421 1.18616 2.44843  -0.14
H -2.03942 2.79368 3.05136  0.07
H -3.19629 2.65510 1.66866  -0.20
H -7.94011 0.76654 4.91643  0.29
H -7.75471 1.20506 3.38627  0.29
C -2.34690 -9.73595 1.85118  -1.95
C -1.88042 -8.29237 1.72760  1.34
C -2.99844 -7.26615 1.94713  -1.81
O -2.34996 -5.93226 1.95575  0.72
C -3.28879 -4.94296 2.37702  -0.80
N -0.80865 -7.96795 2.72215  -0.57
H -3.24545 -9.93277 1.26639  0.43
H -2.60197 -10.11952 2.83905  0.46
H -1.55773 -10.37475 1.45463  0.40
H -1.46857 -8.15458 0.72785  -0.18
H -3.45638 -7.48948 2.91073  0.29
H -3.78227 -7.40533 1.20259  0.61
H -2.82730 -3.95838 2.30143  -0.20
H -3.40547 -5.19775 3.43038  0.29
H -4.24431 -4.88773 1.85546  0.37
H -1.20240 -8.25412 3.60712  0.29
H -0.91519 -6.97521 2.87452  0.00
C 2.47080 7.83723 -0.42124  -1.43
C 1.94104 6.84754 -1.51978  0.71
C 2.43760 5.39014 -1.42126  1.59
O 3.77764 5.18314 -1.87601  -0.55
C 3.91295 4.86491 -3.26958  -0.67
N 0.46305 6.92626 -1.41100  -0.42
H 2.26887 8.78802 -0.91453  0.36
H 3.54461 7.84389 -0.23416  0.35
H 1.89853 7.87432 0.50570  0.13
H 2.13389 7.20167 -2.53245  0.48
H 1.78066 4.76732 -2.02840  -0.43
H 2.41300 4.93664 -0.43039  -0.68
H 3.37606 5.56936 -3.90488  0.29
H 3.49023 3.88846 -3.50614  0.16
H 4.97736 4.83412 -3.50233  0.29
H 0.12018 6.04988 -1.77774  -0.14
H 0.23336 6.81955 -0.43327  0.03
C -0.79995 9.66437 3.57210  -1.97
C -0.12110 8.91894 2.42046  0.99
C -0.86834 7.51060 2.25579  -1.15
O -0.08152 6.58619 1.47319  0.63
C -0.53779 5.25117 1.56787  -0.13
N -0.25310 9.80231 1.32302  -0.77
H -0.65735 9.10099 4.49425  0.43
H -1.83168 9.95797 3.37859  0.40
H -0.30115 10.61767 3.74677  0.41
H 0.92695 8.79176 2.69159  0.10
H -1.87981 7.61156 1.86228  0.09
H -0.99667 7.15037 3.27651  0.49
H -0.45410 4.83001 2.56972  0.55
H 0.14901 4.71390 0.91382  -0.55
H -1.53980 5.24960 1.13885  -0.10
H 0.02411 9.35374 0.46161  0.28
H -1.22863 9.90881 1.08408  0.34
C 1.43235 2.17523 0.40725  -0.85
C 0.45218 1.26642 -0.24254  2.52
C 0.14258 0.06951 0.65471  -0.10
O -0.22349 -1.05874 -0.12543  1.40
C -0.39952 -2.21416 0.61873  0.57
N -0.75679 1.96456 -0.54354  1.37
H 1.86320 2.80797 -0.36871  -0.34
H 2.19163 1.50409 0.80871  0.33
H 0.98601 2.69837 1.25294  -0.03
H 0.92953 0.85880 -1.13366  -1.34
H -0.67817 0.36274 1.30929  -0.71
H 1.02071 -0.16149 1.25771  -0.17
H -0.77921 -3.01517 -0.01556  -0.57
H -1.19628 -2.12790 1.35755  -0.26
H 0.48482 -2.57962 1.14073  -0.42
H -1.28160 1.27373 -1.06067  -0.53
H -0.60078 2.72620 -1.18826  -0.85
C -0.79770 -4.81635 6.55767  -1.99
C 0.16805 -4.16322 5.58624  1.69
C -0.23450 -2.75059 5.18959  -0.48
O -1.59120 -2.74524 4.68935  -0.04
C -1.99490 -1.45216 4.34364  -0.17
N 1.49213 -4.16419 6.16948  -0.73
H -1.82241 -4.70104 6.20442  0.35
H -0.86150 -4.29109 7.51063  0.44
H -0.46850 -5.82914 6.78999  0.51
H 0.33809 -4.81396 4.72850  -0.58
H 0.47389 -2.40887 4.43493  0.03
H -0.19142 -2.11749 6.07583  0.27
H -2.22724 -0.86370 5.23125  0.46
H -2.89393 -1.51795 3.73086  -0.41
H -1.27630 -0.87921 3.75761  0.24
H 2.10904 -3.43607 5.83877  0.09
H 1.37356 -3.97082 7.15368  0.31
C -5.57672 2.57717 -0.39748  -0.63
C -4.69124 3.48217 -1.30042  -0.12
C -4.14092 4.75352 -0.60889  0.51
O -5.18057 5.46898 0.03758  -0.44
C -4.72466 6.74336 0.48770  -0.90
N -3.52328 2.70243 -1.81321  0.17
H -6.25111 3.14025 0.24768  0.50
H -5.00142 1.90028 0.23414  -0.96
H -6.19670 1.91740 -1.00446  0.53
H -5.30079 3.92854 -2.08611  0.32
H -3.61821 5.42310 -1.29192  0.59
H -3.47426 4.40392 0.17942  -0.55
H -5.55888 7.35661 0.82843  0.40
H -4.17394 7.32473 -0.25177  0.30
H -3.97351 6.58832 1.26220  0.25
H -3.83400 1.75877 -1.99505  0.02
H -2.97063 2.55191 -0.98135  -0.63

Force components x, y, z for each atom (eV/Å):
0.8 1.4 -0.4
-0.6 -0.5 -0.6
1.3 1.7 -0.2
-0.8 -0.3 -0.6
-0.8 0.0 1.1
1.1 -0.7 0.7
-0.6 0.1 -0.4
0.1 -0.5 0.7
0.0 0.2 -0.2
0.1 0.0 -0.3
-0.7 -0.4 0.2
0.4 -0.5 0.5
0.4 -0.4 0.0
-0.7 0.2 0.0
0.1 -0.2 0.2
0.8 0.3 0.3
-0.4 -0.3 -1.0
-1.1 -1.0 0.5
1.2 -0.1 -0.6
-0.4 1.3 0.9
-0.1 -0.6 -0.6
0.7 -1.3 -0.6
-0.9 0.5 0.2
0.2 0.4 0.2
0.0 0.4 -0.1
-0.2 -0.2 -0.1
0.1 -0.1 -0.5
0.0 0.5 -0.5
0.4 -0.9 0.6
-0.1 0.1 0.0
0.4 0.4 -0.2
-0.1 0.6 0.6
-0.5 0.3 -0.2
-0.1 -0.3 0.5
0.1 -0.1 0.4
-0.4 -0.8 0.6
-0.1 0.1 0.9
-0.4 0.1 -1.5
1.5 -1.4 -0.1
-0.2 1.3 1.2
0.3 -0.2 -0.2
0.2 0.1 0.0
-0.4 0.3 0.0
0.0 -0.3 0.4
-0.2 0.3 0.1
0.3 0.3 0.2
-0.1 0.1 0.2
-0.2 0.3 -0.2
-0.5 0.3 -0.1
0.0 0.0 -1.2
0.3 0.2 -0.5
-0.8 0.3 -0.7
2.0 -0.1 -0.2
-0.5 0.1 -0.8
-1.9 0.1 -0.2
1.1 0.0 0.1
-0.5 0.4 0.3
0.2 -0.1 0.2
-0.1 0.0 0.3
0.1 0.1 -0.2
0.3 0.4 0.2
-0.5 0.0 -0.3
-0.4 -0.3 -0.4
0.3 -0.4 0.0
0.1 -0.4 -0.2
0.7 0.2 0.7
0.4 0.9 0.4
-0.1 -0.8 0.4
0.4 -0.4 -0.4
-0.3 -0.8 -1.1
1.3 -0.3 1.7
0.6 2.1 0.4
-0.8 -0.1 0.2
-0.2 0.7 0.1
-0.2 -0.2 0.3
0.0 0.3 0.1
-0.2 -0.1 -0.3
-0.2 -0.2 0.1
0.2 0.0 -0.2
-0.3 -0.1 0.4
0.0 -0.5 -0.9
-0.1 0.0 0.0
0.1 -0.1 -0.2
-0.6 -0.4 0.0
0.3 0.0 0.0
-0.1 0.8 1.4
-0.5 -0.4 0.4
-0.2 0.9 0.2
0.2 -0.7 0.0
-0.5 0.1 0.8
0.4 -0.6 -0.5
0.4 -0.2 -0.1
-0.3 -0.5 -0.2
-0.1 0.0 0.0
-0.4 0.1 0.2
0.2 -0.2 0.0
-0.3 0.0 -0.1
-0.5 0.3 -0.5
0.6 0.8 -0.5
0.2 -0.4 -1.2
0.6 -0.2 -0.2
0.2 -0.2 0.3
-0.7 1.3 0.1
0.3 -0.3 0.0
2.0 -0.1 1.2
0.1 0.3 -0.5
-0.9 0.1 0.4
0.5 0.4 -0.4
0.0 0.0 -0.3
0.0 -1.0 -0.2
-0.4 0.1 -0.2
-0.5 0.2 0.4
-0.4 -0.1 0.0
0.2 0.0 -0.2
0.4 -0.2 -0.1
-0.3 -0.1 0.0
-0.4 0.4 -0.3
0.4 -0.4 -0.2
-0.1 0.0 -0.3
-0.1 1.7 -1.0
0.5 -0.1 -0.9
-1.0 1.3 -0.9
0.7 -0.7 2.7
0.0 0.2 -1.2
0.6 -1.2 0.9
-0.4 -0.2 -0.2
0.3 -0.2 0.6
0.1 0.0 0.0
0.2 -0.4 -0.6
-0.4 -0.4 -0.3
0.0 0.5 -0.2
-0.2 0.1 0.1
0.1 -0.4 0.3
-0.5 0.0 -0.2
0.1 0.4 0.3
-0.1 -0.6 0.3
0.5 0.3 0.3
-0.7 0.1 -1.9
-0.1 0.4 -0.5
-0.1 -1.4 1.1
0.8 1.3 -1.0
0.5 -0.6 0.7
-0.1 0.2 0.0
-0.7 -0.2 0.1
0.3 0.3 -0.2
-0.3 -0.2 0.2
-0.1 0.4 0.5
-0.2 0.0 0.4
-0.3 0.0 -0.3
-0.1 -0.6 0.5
0.3 -0.2 -0.1
-0.6 -0.3 0.1
0.5 0.0 -0.2
1.4 0.0 0.1
0.0 -0.3 0.9
1.2 0.5 1.0
-0.3 0.6 1.1
-1.4 -0.5 0.1
-0.1 0.2 -1.7
0.1 0.1 0.1
-0.2 -0.2 0.1
-0.2 0.1 -0.2
0.2 0.4 -0.3
-0.4 -0.2 0.0
-0.6 -0.5 -0.3
0.3 -0.1 -0.3
-0.2 0.1 0.0
0.5 0.0 -0.4
0.2 0.0 0.3
-0.5 -0.1 -0.3
0.0 -0.3 -0.4
0.0 0.7 0.9
1.2 0.3 -0.2
-1.7 -1.5 -1.2
0.7 -0.1 0.9
-1.1 -0.4 -0.1
0.0 0.2 -0.3
0.2 0.5 0.4
0.0 -0.1 0.1
0.1 0.1 0.0
-0.1 0.3 0.4
0.0 0.6 -0.3
0.2 -0.1 0.0
-0.7 0.6 0.3
0.0 -0.5 -0.3
0.1 -0.8 0.5
0.4 0.7 -0.5
0.1 0.5 -1.8
-0.5 0.0 1.5
0.3 -0.1 -0.6
0.3 0.1 -0.6
-0.4 0.1 0.8
0.7 -0.5 0.0
0.1 0.4 0.3
0.0 -0.4 0.0
0.1 -0.7 0.0
0.7 0.1 0.1
-0.3 -0.1 -0.2
-0.2 0.5 0.3
0.2 0.3 -0.1
-0.1 -0.3 0.2
-0.1 0.2 0.0
-0.5 -0.1 -0.5
-0.1 0.3 0.4
0.8 0.1 0.7
-2.1 -1.0 0.8
1.8 0.6 0.4
-0.3 1.2 1.3
0.4 0.4 -1.0
0.1 0.4 -2.2
-0.6 0.0 0.2
-0.2 -0.6 0.0
0.3 0.0 -0.2
0.0 -0.3 -0.2
-0.1 0.3 -0.4
0.1 -0.5 0.2
-0.3 0.1 0.2
-0.3 -0.3 -0.1
-0.2 -0.7 0.3
0.9 -0.2 -0.3
-0.5 0.4 0.5
0.6 -0.6 0.4
0.2 -0.7 0.3
0.0 0.3 -0.2
0.7 0.4 -0.2
-0.9 -1.1 0.5
-0.8 -0.2 -0.3
0.0 0.4 0.5
0.6 0.4 0.1
0.0 0.2 -0.2
0.2 -0.2 -0.2
-0.2 -0.1 0.3
0.1 -0.2 0.1
0.3 0.0 -0.4
-0.1 0.4 0.4
0.4 0.2 -0.1
-1.0 0.0 -0.3
0.2 0.4 -0.1
-0.3 0.4 0.0
0.3 -0.2 -0.1
-1.2 -0.8 -0.1
1.3 -0.1 -0.1
-0.6 0.4 -0.1
0.4 0.0 1.1
0.0 -0.7 -0.3
0.5 0.3 0.2
-0.4 -0.1 -0.2
-0.9 0.2 -0.5
0.0 0.4 -0.2
0.2 0.3 0.1
-0.1 0.1 0.2
-0.1 -0.1 0.1
0.5 -0.1 -0.1
0.1 0.2 -0.3
0.3 0.0 0.3
0.0 0.5 -0.2
0.0 0.2 0.5
-0.5 -0.9 1.0
-0.2 0.8 -0.5
0.3 -0.5 0.0
-1.1 0.7 0.3
0.0 0.2 0.0
0.4 0.3 -0.1
0.0 0.0 -0.2
-0.1 -0.6 -0.5
0.0 -0.2 -0.2
0.7 0.1 0.1
0.0 -0.4 0.1
-0.2 -0.1 -0.7
-0.2 0.1 0.6
-0.1 -0.3 -0.5
0.6 -0.1 0.3